(1)
{"formula": "C33H70F9N10O15S3", "method": "ωB97M-V/def2-TZVPD", "lumo_energy_ev": -11.11, "charge": 5, "elements": ["C", "C", "O", "N", "H", "H", "C", "H", "H", "H", "H", "H", "H", "C", "C", "O", "N", "H", "H", "C", "H", "H", "H", "H", "H", "H", "C", "C", "O", "N", "H", "H", "C", "H", "H", "H", "H", "H", "H", "C", "C", "O", "N", "H", "H", "C", "H", "H", "H", "H", "H", "H", "C", "C", "O", "N", "H", "H", "C", "H", "H", "H", "H", "H", "H", "C", "C", "O", "N", "H", "H", "C", "H", "H", "H", "H", "H", "H", "C", "C", "N", "C", "C", "N", "C", "C", "H", "H", "H", "H", "H", "H", "H", "H", "H", "H", "H", "C", "C", "N", "C", "C", "N", "C", "C", "H", "H", "H", "H", "H", "H", "H", "H", "H", "H", "H", "C", "F", "F", "F", "S", "O", "O", "O", "C", "F", "F", "F", "S", "O", "O", "O", "C", "F", "F", "F", "S", "O", "O", "O"], "positions_angstrom": [[-1.923, -3.516, 0.202], [-2.537, -3.976, -1.140], [-3.707, -4.170, -1.254], [-1.558, -4.448, -2.206], [-1.528, -3.812, -3.004], [-0.563, -4.418, -1.968], [-2.030, -5.752, -2.838], [-1.656, -2.467, 0.155], [-1.005, -4.105, 0.276], [-2.552, -3.906, 0.998], [-1.707, -6.568, -2.194], [-1.420, -5.857, -3.735], [-3.100, -5.740, -3.015], [3.326, 1.488, -3.695], [2.778, 1.061, -5.053], [3.450, 0.895, -6.012], [1.298, 0.689, -4.965], [1.207, -0.100, -4.306], [0.740, 1.435, -4.559], [0.577, 0.247, -6.265], [4.197, 2.136, -3.752], [3.631, 0.582, -3.167], [2.475, 1.943, -3.188], [0.929, 0.968, -6.997], [-0.475, 0.451, -6.073], [0.657, -0.826, -6.405], [0.526, -1.899, 7.503], [0.633, -1.603, 6.019], [1.067, -2.420, 5.273], [-0.018, -0.321, 5.551], [-1.058, -0.381, 5.481], [0.056, 0.321, 6.341], [0.586, 0.396, 4.361], [0.679, -2.964, 7.657], [-0.390, -1.629, 8.031], [1.338, -1.365, 8.003], [0.101, 1.372, 4.351], [0.439, -0.145, 3.435], [1.597, 0.658, 4.660], [5.755, 1.699, 4.616], [4.985, 1.046, 3.525], [4.071, 0.320, 3.739], [5.470, 1.347, 2.110], [5.501, 2.351, 1.913], [6.467, 1.121, 2.102], [4.782, 0.520, 1.052], [5.412, 1.247, 5.547], [5.443, 2.728, 4.816], [6.839, 1.638, 4.529], [3.753, 0.835, 0.900], [4.782, -0.533, 1.328], [5.307, 0.524, 0.099], [5.837, -2.713, -4.377], [4.809, -3.697, -3.895], [4.546, -3.932, -2.764], [4.059, -4.373, -5.022], [4.629, -4.434, -5.867], [3.754, -5.323, -4.812], [2.734, -3.714, -5.347], [5.491, -1.840, -4.938], [6.511, -3.178, -5.102], [6.438, -2.280, -3.580], [2.962, -2.810, -5.908], [2.189, -3.544, -4.425], [2.285, -4.422, -6.042], [2.283, -8.787, -0.920], [2.907, -7.929, 0.142], [2.877, -8.194, 1.295], [3.502, -6.597, -0.367], [4.256, -6.383, 0.286], [3.847, -6.776, -1.305], [2.518, -5.373, -0.287], [2.978, -8.981, -1.744], [1.443, -8.259, -1.379], [1.976, -9.790, -0.633], [2.320, -5.155, 0.761], [1.602, -5.697, -0.771], [2.980, -4.475, -0.693], [-6.114, 7.285, -3.022], [-6.504, 6.162, -4.001], [-6.534, 4.888, -3.307], [-7.391, 4.533, -2.273], [-6.891, 3.348, -1.739], [-5.747, 2.996, -2.451], [-5.589, 3.902, -3.399], [-4.905, 1.900, -1.989], [-5.034, 7.354, -2.927], [-6.705, 7.181, -2.115], [-6.547, 8.144, -3.538], [-5.769, 6.119, -4.804], [-7.466, 6.420, -4.442], [-8.254, 5.131, -2.031], [-7.198, 2.796, -0.866], [-4.760, 4.024, -4.076], [-5.142, 1.049, -2.627], [-4.993, 1.893, -0.909], [-3.863, 2.093, -2.255], [-3.080, 3.308, 0.600], [-1.815, 3.808, 1.345], [-1.999, 3.879, 2.792], [-1.087, 4.357, 3.715], [-1.711, 4.285, 4.919], [-3.013, 3.857, 4.727], [-3.126, 3.618, 3.417], [-4.084, 3.630, 5.684], [-2.738, 3.330, -0.435], [-3.852, 4.054, 0.800], [-3.529, 2.354, 0.872], [-1.428, 4.773, 1.031], [-1.048, 3.046, 1.200], [-0.096, 4.702, 3.468], [-1.304, 4.662, 5.844], [-4.087, 3.446, 2.961], [-3.764, 3.861, 6.698], [-4.348, 2.575, 5.684], [-4.855, 4.357, 5.435], [0.501, -0.473, -0.820], [-0.803, -0.575, -0.944], [0.917, 0.707, -1.341], [0.908, -0.515, 0.433], [1.499, -1.874, -1.767], [1.535, -1.447, -3.174], [2.792, -1.916, -1.075], [0.708, -3.068, -1.444], [-2.921, -0.832, 2.589], [-2.383, -2.020, 2.861], [-1.922, 0.057, 2.369], [-3.787, -0.859, 1.575], [-3.728, -0.250, 4.237], [-4.434, 0.989, 3.975], [-4.582, -1.327, 4.712], [-2.584, -0.016, 5.110], [1.990, 4.382, 0.877], [0.848, 5.127, 1.031], [1.695, 3.111, 0.656], [2.616, 4.992, -0.112], [2.922, 4.542, 2.548], [2.798, 5.942, 2.940], [2.138, 3.691, 3.415], [4.291, 4.073, 2.275]], "forces_ev_per_angstrom": [[0.69, -1.53, -1.77], [-1.34, 0.16, 3.09], [1.46, 0.13, -1.26], [-0.79, -0.32, -1.78], [-0.59, 0.55, 0.21], [-0.04, -0.09, 0.89], [1.37, -0.30, 0.24], [-0.26, 0.06, 0.45], [0.31, 0.35, 0.18], [-0.39, 0.80, -0.03], [-0.48, 0.02, 0.22], [-0.46, -0.01, -0.28], [0.11, 0.12, 0.02], [-1.20, -0.18, -0.54], [2.28, 0.15, 1.19], [-1.44, -0.27, -0.35], [-0.95, -0.92, -1.32], [0.41, -0.04, 0.49], [0.30, 0.37, 0.09], [-0.07, 1.34, 1.30], [-0.22, 0.15, -0.34], [-0.23, -0.08, 0.08], [0.47, 0.21, 0.60], [0.07, -0.76, -0.61], [0.00, 0.02, -0.09], [0.64, 0.21, -0.41], [0.35, 0.48, 0.10], [-1.19, -1.77, 1.08], [0.11, 1.18, -0.89], [1.31, 0.47, 0.38], [-0.85, -0.49, -0.68], [0.19, 0.10, 0.11], [-0.33, 0.64, 1.24], [0.13, 0.05, -0.20], [-0.18, 0.31, -0.46], [0.05, -0.01, 0.11], [-0.34, -0.17, -0.39], [0.24, -0.12, 0.18], [0.33, -0.54, -0.57], [-0.15, 0.31, 0.73], [-0.34, 0.52, 1.76], [0.16, 0.07, -1.46], [0.29, -1.32, -0.77], [-1.05, 0.81, 0.17], [0.12, -0.29, 0.11], [-0.07, -0.31, -0.22], [0.33, -0.50, -0.13], [0.15, 0.28, -0.82], [-0.03, 0.09, -0.10], [0.10, 0.26, 0.26], [-0.05, 0.18, 0.53], [0.23, 0.67, 0.17], [0.49, 0.15, -0.59], [1.15, 1.57, 0.51], [-0.53, -0.74, -0.56], [-0.77, -0.49, -0.09], [0.16, 0.11, -0.08], [0.70, -0.25, 0.52], [0.67, 0.06, -0.90], [-0.76, -0.20, 0.00], [0.11, -0.27, 0.15], [-0.16, -0.47, 0.30], [-0.22, 0.18, 0.29], [-0.04, 0.04, -0.10], [-0.50, 0.19, 0.18], [0.58, 0.28, -1.31], [-1.60, -1.98, 0.89], [0.75, 1.29, -0.65], [-0.82, 0.82, 1.04], [0.43, -0.08, -0.19], [0.24, 0.38, -0.08], [0.47, -0.99, 0.26], [0.19, 0.24, -0.02], [-0.12, 0.00, 0.11], [-0.08, 0.32, 0.77], [0.05, -0.43, 0.07], [0.07, 0.28, -0.18], [0.04, -0.29, -0.44], [-1.11, -0.21, -1.30], [0.38, 0.95, 0.09], [0.53, -2.85, 0.72], [1.18, -1.31, -0.05], [-0.46, 1.49, -0.46], [-1.48, 1.04, 0.88], [-0.16, 2.20, -0.46], [0.73, 0.42, -1.59], [-0.13, 0.16, 0.46], [0.49, 0.06, 0.31], [0.61, 0.51, 0.34], [-0.12, -0.25, -0.05], [-0.12, -0.56, 0.06], [0.04, -0.11, 0.14], [-0.16, -0.08, -0.18], [0.04, -0.37, -0.01], [-0.41, -0.55, 0.97], [-0.16, -0.81, -0.15], [-0.03, 0.41, 0.22], [0.62, 1.59, 0.44], [-0.19, -1.61, 0.39], [0.01, 0.57, -0.02], [-0.21, -0.45, 0.33], [0.26, 0.69, 0.17], [1.47, -0.23, -0.99], [-1.38, 0.25, 0.77], [0.05, 0.39, 0.70], [-0.59, -0.08, -0.17], [-0.17, 0.07, -0.62], [0.69, -0.23, 0.24], [-0.31, -0.08, -0.37], [0.30, 0.25, -0.13], [0.04, -0.16, -0.06], [-0.31, -0.28, 0.19], [0.21, -0.53, -0.01], [0.34, 0.17, -0.17], [-0.43, 0.19, -0.37], [-0.44, -0.52, 0.09], [2.55, -0.43, -1.20], [-0.27, -0.02, 0.12], [-0.51, -0.25, 0.03], [-0.67, -0.08, 0.18], [0.62, 0.61, 2.61], [-0.28, -0.49, 0.28], [-1.24, 0.42, -1.32], [-0.18, 0.10, -1.10], [-1.15, 1.31, 3.18], [0.13, -0.16, -1.05], [0.02, -0.40, -1.09], [0.93, -0.28, -0.05], [-2.69, -0.90, 1.32], [0.55, 0.00, -1.06], [1.26, 0.64, -1.28], [1.38, 0.00, -0.12], [0.48, 2.72, 2.70], [-0.03, -1.14, -0.13], [-0.29, -0.44, -1.03], [0.42, -0.99, -0.73], [0.31, 2.24, 0.72], [0.36, -1.52, -1.25], [-0.31, -1.29, -0.16], [-0.67, -0.53, -0.33]], "lowdin_charge": [0.043, -0.346, 0.201, 0.074, 0.172, 0.104, 0.044, 0.066, 0.078, 0.110, 0.107, 0.101, 0.113, 0.045, -0.375, 0.199, 0.079, 0.091, 0.172, 0.062, 0.113, 0.091, 0.081, 0.113, 0.101, 0.095, 0.033, -0.378, 0.162, 0.079, 0.091, 0.175, 0.030, 0.103, 0.104, 0.106, 0.093, 0.086, 0.089, 0.040, -0.387, 0.162, 0.111, 0.145, 0.184, 0.012, 0.108, 0.118, 0.108, 0.093, 0.099, 0.098, 0.049, -0.382, 0.172, 0.097, 0.190, 0.182, 0.043, 0.106, 0.116, 0.113, 0.110, 0.079, 0.119, 0.031, -0.382, 0.228, 0.117, 0.183, 0.158, 0.049, 0.101, 0.088, 0.120, 0.118, 0.080, 0.059, -0.039, -0.164, -0.044, 0.038, 0.018, -0.092, -0.007, 0.012, 0.084, 0.079, 0.094, 0.129, 0.139, 0.151, 0.140, 0.164, 0.109, 0.088, 0.087, -0.069, -0.142, -0.030, 0.014, 0.012, -0.055, -0.055, 0.034, 0.070, 0.087, 0.070, 0.127, 0.114, 0.116, 0.145, 0.158, 0.110, 0.084, 0.114, -0.633, 0.157, 0.100, 0.160, 0.556, -0.362, -0.312, -0.358, -0.632, 0.122, 0.077, 0.136, 0.519, -0.322, -0.272, -0.342, -0.645, 0.070, 0.106, 0.152, 0.489, -0.283, -0.358, -0.355]}

(2)
{"formula": "C14H16ClNO3", "method": "ωB97M-V/def2-TZVPD", "lumo_energy_ev": -0.03, "smiles": "O=C1c2ccc(CCCCl)cc2C(=O)N1CCCO", "elements": ["O", "C", "C", "C", "C", "C", "C", "C", "C", "Cl", "C", "C", "C", "O", "N", "C", "C", "C", "O", "H", "H", "H", "H", "H", "H", "H", "H", "H", "H", "H", "H", "H", "H", "H", "H"], "positions_angstrom": [[-2.365, -1.766, -1.979], [-1.691, -1.198, -1.162], [-0.838, 0.019, -1.314], [-0.259, 0.588, -2.429], [0.520, 1.718, -2.232], [0.700, 2.282, -0.961], [1.565, 3.510, -0.795], [3.037, 3.287, -1.209], [4.018, 3.812, -0.168], [4.252, 2.630, 1.150], [0.103, 1.692, 0.150], [-0.650, 0.555, -0.049], [-1.370, -0.327, 0.925], [-1.719, -0.077, 2.046], [-1.637, -1.514, 0.214], [-2.475, -2.569, 0.774], [-1.735, -3.918, 0.825], [-1.594, -4.524, 2.229], [-2.649, -4.074, 3.069], [-0.401, 0.153, -3.410], [1.007, 2.190, -3.078], [1.511, 3.824, 0.248], [1.142, 4.305, -1.415], [3.218, 2.223, -1.369], [3.248, 3.794, -2.154], [4.982, 4.079, -0.591], [3.608, 4.703, 0.310], [0.230, 2.103, 1.144], [-3.355, -2.670, 0.137], [-2.804, -2.244, 1.757], [-2.191, -4.625, 0.132], [-0.726, -3.742, 0.444], [-1.640, -5.616, 2.143], [-0.609, -4.288, 2.645], [-2.432, -4.315, 3.973]], "forces_ev_per_angstrom": [[0.28, -0.23, -0.07], [0.21, 0.01, 0.20], [-0.01, -0.02, 0.16], [-0.08, -0.04, -0.05], [0.05, 0.20, 0.19], [0.10, 0.03, -0.13], [-0.07, -0.28, -0.20], [0.06, 0.06, 0.12], [-0.36, 0.33, -0.11], [0.07, -0.05, 0.06], [-0.12, -0.05, 0.03], [-0.08, -0.11, -0.15], [0.21, 0.00, -0.18], [0.24, -0.17, 0.13], [-0.78, 0.37, 0.02], [-0.08, -0.11, -0.25], [0.25, 0.25, 0.05], [-0.07, -0.37, -0.23], [0.11, -0.01, 0.02], [-0.01, 0.05, -0.01], [-0.03, -0.03, -0.01], [0.03, 0.07, -0.05], [0.00, 0.11, 0.16], [0.08, 0.03, -0.03], [-0.04, -0.01, 0.01], [0.09, -0.27, 0.07], [0.10, 0.01, -0.05], [0.03, 0.01, -0.01], [0.01, 0.10, 0.04], [0.09, -0.02, 0.04], [-0.16, 0.00, 0.14], [-0.04, -0.11, -0.03], [0.07, 0.04, 0.00], [-0.12, 0.23, 0.12], [-0.07, 0.00, 0.03]], "nbo_charge": [-0.548, 0.686, -0.149, -0.155, -0.207, 0.012, -0.428, -0.420, -0.357, -0.075, -0.192, -0.053, 0.682, -0.544, -0.475, -0.246, -0.431, -0.058, -0.727, 0.232, 0.214, 0.216, 0.222, 0.224, 0.215, 0.217, 0.208, 0.231, 0.222, 0.256, 0.213, 0.217, 0.162, 0.160, 0.474]}